This record from the OMol25 dataset describes 6 unconnected molecules or ions with the total composition C47H98N5O7. The level of theory is ωB97M-V/def2-TZVPD.

Results
- Electronic energy: -72100.1021 eV
- Gap between HOMO and LUMO: 5.07 eV
- Relative energy (zero: lowest compared OMol25 entry of this formula, charge and spin): 191.2 kcal per mole
- HOMO level: -3.18 eV
- Charge: -1
- Multiplicity: 1

XYZ file:
```
157
Properties=species:S:1:pos:R:3:lowdin_charge:R:1
C -1.114 -1.092 -0.429 -0.055
C -1.854 -1.539 -1.731 -0.909
O -1.259 -1.742 -2.793 -0.113
O -2.992 -1.828 -1.677 -0.047
H -0.060 -0.848 -0.559 0.037
H -1.093 -1.906 0.296 0.045
H -1.561 -0.187 -0.019 0.043
C -6.519 -0.006 -10.072 -0.055
C -6.471 1.392 -9.427 -0.398
C -7.963 1.670 -8.917 -0.156
C -8.047 2.781 -7.953 -0.213
C -7.080 2.578 -6.768 -0.111
C -5.545 2.534 -7.248 -0.475
N -5.430 1.470 -8.313 -0.126
O -4.158 1.093 -8.703 0.010
C -5.168 3.902 -7.709 -0.053
C -4.767 2.105 -5.941 -0.016
C -6.258 2.490 -10.618 -0.036
H -6.703 -0.704 -9.255 0.085
H -5.718 -0.472 -10.645 0.079
H -7.371 0.043 -10.750 0.075
H -8.633 1.862 -9.756 0.115
H -8.310 0.692 -8.584 0.113
H -9.037 2.925 -7.519 0.106
H -8.017 3.777 -8.393 0.103
H -7.186 1.639 -6.225 0.109
H -7.175 3.371 -6.026 0.115
H -5.139 4.627 -6.896 0.086
H -4.160 3.863 -8.122 0.084
H -5.877 4.253 -8.460 0.062
H -4.583 2.922 -5.243 0.079
H -5.310 1.285 -5.471 0.082
H -3.771 1.770 -6.230 0.077
H -6.775 2.211 -11.535 0.067
H -5.221 2.748 -10.834 0.061
H -6.675 3.489 -10.487 0.055
H -3.997 1.780 -9.354 0.075
C -2.708 -9.802 6.756 -0.055
C -3.106 -8.464 6.066 -0.402
C -3.271 -7.375 7.226 -0.132
C -3.415 -5.939 6.583 -0.141
C -2.109 -5.749 5.714 -0.164
C -1.916 -6.680 4.544 -0.512
N -1.919 -8.018 5.126 -0.109
O -1.692 -8.969 4.150 -0.027
C -3.064 -6.147 3.609 -0.032
C -0.539 -6.423 3.898 -0.017
C -4.430 -8.651 5.280 -0.043
H -1.800 -9.564 7.310 0.075
H -2.639 -10.677 6.111 0.077
H -3.395 -10.069 7.559 0.077
H -4.109 -7.662 7.862 0.103
H -2.493 -7.490 7.980 0.100
H -3.652 -5.185 7.334 0.098
H -4.369 -5.937 6.057 0.084
H -1.313 -5.883 6.447 0.108
H -1.950 -4.701 5.461 0.119
H -3.064 -5.133 3.208 0.094
H -2.984 -6.729 2.691 0.079
H -4.069 -6.413 3.935 0.054
H -0.220 -7.319 3.367 0.070
H -0.504 -5.677 3.104 0.091
H 0.196 -6.303 4.694 0.082
H -5.260 -7.995 5.545 0.071
H -4.943 -9.593 5.473 0.073
H -4.390 -8.507 4.200 0.073
H -0.831 -9.245 4.475 0.105
C 5.077 3.430 -6.013 -0.048
C 3.636 3.052 -6.493 -0.457
C 3.277 3.862 -7.832 -0.114
C 4.121 3.401 -9.078 -0.144
C 3.856 1.858 -9.231 -0.138
C 3.939 0.918 -7.979 -0.487
N 3.451 1.603 -6.726 -0.102
O 3.428 0.866 -5.524 -0.006
C 3.112 -0.279 -8.279 -0.057
C 5.423 0.548 -7.942 -0.049
C 2.611 3.544 -5.431 -0.043
H 5.913 3.210 -6.678 0.052
H 5.380 2.804 -5.174 0.076
H 5.306 4.368 -5.507 0.074
H 2.187 3.842 -7.824 0.103
H 3.717 4.858 -7.779 0.104
H 5.117 3.353 -8.638 0.078
H 4.169 4.031 -9.966 0.105
H 4.604 1.496 -9.936 0.102
H 2.872 1.735 -9.683 0.106
H 2.063 -0.034 -8.444 0.086
H 3.438 -0.668 -9.244 0.089
H 2.902 -1.079 -7.569 0.091
H 5.737 -0.116 -7.136 0.082
H 5.745 0.019 -8.840 0.081
H 6.076 1.387 -7.705 0.065
H 1.601 3.434 -5.825 0.080
H 2.797 4.574 -5.126 0.081
H 2.635 2.992 -4.491 0.078
H 2.504 0.655 -5.375 0.109
C -2.605 3.295 10.132 -0.060
C -2.402 2.293 9.041 -0.541
C -3.803 1.871 8.507 -0.112
C -3.733 1.038 7.152 -0.143
C -2.836 1.756 6.030 -0.096
C -1.453 2.207 6.643 -0.430
N -1.526 2.817 7.992 -0.136
O -0.289 3.215 8.427 -0.003
C -0.515 0.947 6.465 -0.037
C -0.784 3.320 5.693 -0.044
C -1.738 1.081 9.743 -0.033
H -1.658 3.621 10.561 0.080
H -3.254 2.915 10.922 0.093
H -2.986 4.164 9.595 0.086
H -4.474 1.393 9.221 0.117
H -4.251 2.814 8.192 0.107
H -4.729 0.912 6.728 0.095
H -3.418 0.043 7.467 0.089
H -3.384 2.579 5.571 0.108
H -2.655 1.000 5.266 0.105
H -0.563 0.491 5.476 0.082
H 0.490 1.211 6.797 0.078
H -0.904 0.128 7.070 0.058
H -1.224 4.308 5.825 0.070
H 0.272 3.515 5.879 0.063
H -0.786 3.102 4.625 0.078
H -2.409 0.649 10.485 0.077
H -0.766 1.216 10.218 0.087
H -1.837 0.326 8.963 0.056
H -0.493 4.127 8.647 0.107
C 8.767 -0.467 4.130 -0.057
C 8.288 0.323 2.869 -0.421
C 6.896 -0.411 2.360 -0.125
C 5.778 0.422 1.780 -0.171
C 5.520 1.680 2.665 -0.132
C 6.726 2.556 3.052 -0.487
N 7.839 1.657 3.358 -0.100
O 8.981 2.490 3.652 -0.039
C 7.112 3.406 1.777 -0.031
C 6.327 3.540 4.201 -0.018
C 9.362 0.272 1.704 -0.024
H 8.136 -0.745 4.974 0.076
H 9.646 0.028 4.545 0.068
H 9.170 -1.427 3.807 0.073
H 7.263 -1.053 1.559 0.102
H 6.589 -0.961 3.250 0.101
H 4.924 -0.238 1.628 0.116
H 6.153 0.668 0.787 0.104
H 4.938 1.361 3.530 0.110
H 4.783 2.274 2.125 0.113
H 7.452 2.742 0.982 0.075
H 6.257 4.020 1.496 0.071
H 7.725 4.256 2.077 0.073
H 5.669 3.046 4.916 0.076
H 7.147 3.944 4.796 0.068
H 5.804 4.397 3.777 0.082
H 9.008 0.917 0.900 0.071
H 9.537 -0.749 1.366 0.075
H 10.303 0.662 2.093 0.070
H 8.874 2.723 4.578 0.081
```